Entry 1:
63
Properties=species:S:1:pos:R:3:forces:R:3 method="wB97M-V/def2-TZVPD" e_lumo_ev=-9.80 e_homo_ev=-11.2 e_above_lowest_kcal_mol=0.0 e_tot_ev=-264147.3309 total_charge=+2 multiplicity=1 gap_ev=1.35
N -2.03864 -0.39652 -3.21675 -0.98 0.04 -0.09
C -1.08192 -1.12807 -2.61581 0.31 1.19 -0.36
N -1.01501 -2.40693 -2.30112 0.68 -1.26 0.02
C 0.17945 -2.60062 -1.70163 -1.98 1.91 -1.11
N 0.79316 -1.43089 -1.66329 3.73 0.46 0.82
C 2.09667 -1.00908 -1.10654 0.16 0.29 1.12
C 1.78469 -0.17051 0.17843 -0.17 -0.63 0.35
C 1.37783 -1.12036 1.37982 -0.44 1.36 -1.28
S 0.26994 -0.14555 2.49238 0.08 -0.41 0.37
N 0.06852 -0.49062 -2.23251 -1.39 -1.39 -0.32
H -2.79347 -0.00434 -2.65100 0.07 -0.12 -0.26
H -1.99360 -0.15322 -4.19540 -0.04 -0.08 0.25
H 0.62167 -3.52274 -1.30268 -1.52 1.70 -0.63
H 2.70228 -0.44636 -1.84587 -0.58 -0.31 0.13
H 2.66710 -1.93205 -0.87399 -0.22 0.44 -0.03
H 0.90884 0.48983 0.02831 0.53 -0.23 -0.33
H 2.62024 0.49528 0.45146 -0.23 -0.45 -0.13
H 0.81246 -1.97146 0.95277 0.36 0.08 0.48
H 2.29903 -1.41720 1.90053 -0.63 -0.12 0.15
H -0.91538 -0.13549 1.80572 0.70 -0.23 -0.10
H 0.33247 0.48969 -2.31052 -0.17 -0.10 0.27
C -3.11057 -2.45881 3.54488 -0.11 -0.15 0.69
S -4.03863 -0.92733 3.24390 0.16 0.34 -0.20
O -3.43071 -0.27163 2.07495 -0.11 -0.24 -0.01
C -3.45878 -0.08743 4.70818 -0.20 0.03 0.47
H -3.29214 -3.13329 2.70815 1.61 0.44 -0.35
H -2.04124 -2.25478 3.60422 0.04 -0.16 -0.16
H -3.45698 -2.92133 4.48006 0.09 0.10 0.14
H -2.36952 -0.02826 4.69242 -0.01 0.02 -0.16
H -3.79507 -0.62246 5.59826 -0.06 0.06 0.01
H -3.87717 0.91982 4.71332 0.00 -0.01 -0.05
C 4.39706 -0.85462 -6.10965 -0.12 0.00 0.23
C 4.84653 0.03708 -4.98683 0.79 -3.16 -0.06
C 5.55861 -0.76308 -3.91602 -0.02 0.21 0.42
O 3.68711 0.73512 -4.41422 0.63 -1.51 -0.05
H 3.68865 -1.60973 -5.76064 0.02 -0.09 -0.22
H 3.87423 -0.26632 -6.90099 0.12 -0.55 0.98
H 5.26611 -1.36963 -6.56246 0.51 -0.74 0.07
H 5.51027 0.78718 -5.36717 0.30 -0.28 0.03
H 4.90680 -1.52331 -3.47105 0.01 -0.10 -0.23
H 5.88021 -0.10847 -3.10162 0.03 0.09 -0.11
H 6.43501 -1.26618 -4.33632 -0.17 -0.15 -0.21
H 3.06982 0.05144 -4.06200 -0.35 0.54 0.06
Br 4.38830 2.51842 -4.98593 -0.93 4.16 -0.17
F 6.54546 -2.78728 -6.36707 -0.76 0.90 0.19
Ca -5.02588 -3.92808 2.38258 -0.18 0.58 -1.56
B -2.08699 3.01275 6.96695 1.19 -0.66 -0.25
O -1.96303 4.45322 7.27670 -0.79 -0.24 0.06
C -3.14502 4.89053 7.68773 1.44 1.40 -0.02
O -3.38752 6.01431 8.01782 -0.29 -0.19 0.01
C -4.12889 3.73849 7.66633 -1.20 -1.39 0.01
O -5.28426 3.78685 7.97469 0.11 0.20 -0.03
O -3.50089 2.64903 7.24326 -0.01 0.49 -0.04
F -1.23034 2.26053 7.77684 -0.31 0.12 -0.35
F -1.79361 2.77347 5.60181 -0.22 -0.12 0.31
Al 3.48517 0.77737 -8.33425 -0.08 0.73 -1.04
Br -3.01780 -3.15661 -0.29398 -1.18 -0.77 1.86
O -4.04381 1.67368 -1.78565 0.16 0.11 0.27
S -3.20016 2.86556 -1.94817 0.13 -0.67 0.34
O -3.17204 3.24311 -3.36497 0.29 0.44 0.09
O -1.83893 2.55513 -1.48465 0.20 -0.27 -0.45
O -3.72790 3.99096 -1.17540 -0.41 0.01 -0.35
Ca 1.99086 -4.87465 -0.77616 1.40 -1.65 0.51

=====

Entry 2:
53
Properties=species:S:1:pos:R:3:forces:R:3 method="wB97M-V/def2-TZVPD" e_lumo_ev=-0.81 e_homo_ev=-10.3 e_tot_ev=-131190.6636 smiles="NC(N)(N)C[C@H]1OS(=O)(=O)O[C@]1(Cl)Br.CCOC(=O)OC.CCOC(=O)OC" multiplicity=1 gap_ev=9.54
N 5.20668 -4.20843 -1.68093 0.55 1.47 1.27
C 5.32107 -2.67286 -1.76741 0.18 -0.87 -0.20
N 6.64975 -2.24134 -1.18644 -1.57 0.86 0.02
N 5.33206 -2.25813 -3.25332 0.22 -2.07 1.29
C 4.00564 -2.06545 -0.95390 -0.08 -0.54 0.82
C 2.61534 -2.69320 -1.55566 2.18 -0.24 -2.14
O 2.08783 -3.89520 -0.85289 -2.03 1.51 -2.39
S 0.71195 -4.24258 -1.84342 -1.27 -5.04 -0.49
O 0.94694 -4.75455 -3.28735 -0.23 2.86 5.64
O -0.13898 -5.24280 -1.00442 3.10 5.00 -2.93
O 0.18801 -2.58607 -1.89481 2.08 -0.11 -0.14
C 1.39058 -1.70282 -2.01652 0.80 -1.42 -0.73
Cl 1.28398 0.02432 -1.35374 -0.45 -2.43 0.07
Br 1.86284 -1.36397 -3.97159 -0.78 -0.12 1.03
H 5.16718 -4.44246 -0.64674 0.08 0.14 -1.66
H 6.08105 -4.64348 -2.05615 -0.91 0.74 0.47
H 6.69355 -1.20379 -1.30584 0.14 -1.09 0.32
H 6.73265 -2.45545 -0.16473 -0.36 0.29 -1.29
H 4.81843 -3.06588 -3.71908 0.79 1.48 0.52
H 6.33005 -2.35661 -3.58164 -1.33 0.10 0.61
H 3.99681 -0.87209 -0.93941 -0.04 -2.79 -0.16
H 4.11395 -2.47893 0.16069 -0.31 1.10 -2.28
H 2.94469 -3.16519 -2.58607 -0.65 1.14 2.05
C -4.01408 0.52041 3.03806 0.02 0.00 -0.28
C -3.10304 -0.17126 4.03730 -0.34 0.62 0.10
O -2.55126 -1.37284 3.48351 1.05 -0.13 -0.60
C -1.53796 -1.20225 2.59786 -0.24 0.28 -0.16
O -1.06799 -0.13213 2.24275 -0.48 -1.37 0.48
O -1.16025 -2.42387 2.14692 -0.32 1.00 0.62
C -0.16971 -2.37799 1.12311 0.31 -0.09 -0.38
H -4.78382 -0.16971 2.67699 0.04 0.07 0.20
H -4.50089 1.38753 3.49525 0.08 -0.13 -0.04
H -3.45886 0.86257 2.16100 -0.01 0.05 0.20
H -3.68702 -0.46636 4.91499 0.23 -0.28 -0.21
H -2.30643 0.49468 4.38914 -0.03 -0.18 -0.24
H 0.70113 -1.79177 1.43413 -0.23 0.06 -0.04
H -0.60376 -1.96781 0.20590 0.13 0.06 0.34
H 0.15928 -3.40145 0.92272 -0.33 0.13 0.27
C -5.01404 6.69346 -0.65132 0.07 -0.13 -0.25
C -4.55147 6.50601 0.78317 -0.14 0.58 -0.27
O -4.21074 5.13719 1.03848 0.95 -0.47 -0.07
C -3.01663 4.72516 0.54394 0.13 0.29 -0.47
O -2.22604 5.41067 -0.08630 -1.05 -0.95 0.98
O -2.86775 3.41017 0.83889 -0.27 1.16 -0.04
C -1.69576 2.82410 0.27818 0.52 -0.44 -0.20
H -5.83253 6.00454 -0.88502 0.01 0.16 0.14
H -5.35619 7.72003 -0.81565 0.02 -0.14 0.07
H -4.21027 6.48281 -1.36135 -0.01 0.11 0.16
H -5.37065 6.76042 1.46337 0.18 -0.36 0.02
H -3.71170 7.16663 1.02861 -0.02 -0.27 -0.13
H -0.79704 3.38772 0.54907 -0.24 0.01 -0.14
H -1.79795 2.75972 -0.80964 0.11 0.16 0.14
H -1.59860 1.81060 0.67725 -0.24 0.24 0.10

=====

Entry 3:
43
Properties=species:S:1:pos:R:3:forces:R:3 method="wB97M-V/def2-TZVPD" e_lumo_ev=0.50 e_homo_ev=-8.2 e_tot_ev=-98623.9401 smiles="COC[C@@H](Br)OCCC(=O)I.CCN(CC)CC" multiplicity=1 gap_ev=8.69
C 2.07780 2.19021 0.70139 -0.09 -0.09 0.19
O 1.56986 2.92748 -0.39682 0.26 0.17 0.00
C 1.30029 4.28088 -0.14013 -0.27 -0.01 0.11
C 0.02478 4.49032 0.71532 0.20 -0.21 0.05
Br -0.79950 6.22316 0.21852 0.10 0.07 0.05
O -0.86327 3.45731 0.53243 0.01 0.04 0.01
C -1.82618 3.32446 1.57251 -0.01 0.08 0.05
C -2.94599 2.44200 1.06061 0.07 -0.23 0.15
C -3.76600 3.14464 0.00298 -0.12 -0.24 0.05
O -3.99875 4.29531 -0.02781 0.03 0.41 -0.02
I -4.68024 1.85100 -1.49057 0.10 -0.10 0.08
H 2.55952 2.84272 1.44302 -0.03 -0.03 -0.13
H 1.27510 1.62944 1.20381 0.13 0.13 -0.10
H 2.82625 1.47880 0.33428 -0.21 0.14 -0.01
H 2.12891 4.75063 0.40828 -0.04 0.02 -0.11
H 1.19281 4.79492 -1.09817 -0.05 -0.26 0.07
H 0.27279 4.63033 1.77223 -0.08 -0.08 -0.06
H -1.36058 2.85595 2.45197 -0.04 0.10 -0.13
H -2.21870 4.30953 1.85401 0.05 -0.12 -0.06
H -3.63294 2.23496 1.89265 0.01 -0.01 -0.17
H -2.57403 1.48046 0.70122 -0.01 0.16 -0.03
C -1.00596 -1.53267 0.33454 -0.04 0.04 0.00
C -0.01589 -1.94380 -0.74407 -0.03 0.01 0.00
N 1.11288 -2.69524 -0.22464 0.01 0.02 -0.01
C 2.19838 -2.84271 -1.17858 0.10 0.03 -0.04
C 1.93552 -3.65278 -2.45353 0.04 -0.02 0.00
C 0.77860 -3.87802 0.55144 -0.04 -0.07 0.08
C -0.09403 -4.95035 -0.11357 0.03 -0.03 0.03
H -0.50446 -1.00498 1.14813 0.04 -0.02 -0.01
H -1.75671 -0.86859 -0.09668 -0.02 0.00 -0.01
H -1.53251 -2.38990 0.75587 0.00 0.00 0.01
H 0.38619 -1.04230 -1.21453 0.02 -0.01 -0.01
H -0.56437 -2.48226 -1.53328 0.00 0.00 0.00
H 3.05120 -3.27660 -0.64917 -0.02 -0.01 0.02
H 2.50799 -1.83460 -1.47210 -0.05 0.01 0.01
H 1.86967 -4.72181 -2.25498 -0.03 0.00 0.01
H 2.75611 -3.50261 -3.15772 0.00 0.00 0.00
H 1.01644 -3.34032 -2.95053 0.00 0.01 0.00
H 0.27826 -3.54992 1.46601 -0.02 0.03 -0.02
H 1.71838 -4.32787 0.88145 0.01 0.01 -0.03
H -0.95906 -4.51387 -0.61516 -0.01 0.01 0.01
H -0.47062 -5.63910 0.64526 0.01 0.00 0.00
H 0.45719 -5.53998 -0.84431 -0.02 0.03 -0.04

=====

Entry 4:
44
Properties=species:S:1:pos:R:3:forces:R:3 method="wB97M-V/def2-TZVPD" e_lumo_ev="-7.55 / -7.55" e_homo_ev="-14.2 / -14.2" e_above_lowest_kcal_mol=97.0 e_tot_ev=-82326.4559 total_charge=+2 multiplicity=1 gap_ev="6.67 / 6.67"
I -1.70495 1.33394 3.05108 -4.33 3.16 -0.24
I 1.95077 -1.01420 3.14123 3.01 -2.05 0.82
Sc -0.01130 -0.20838 -1.39456 0.05 0.90 -0.01
P -2.70482 -0.05376 -1.60570 -1.81 -0.02 -0.07
C -3.77727 0.01897 -0.12756 0.34 -0.07 0.52
C -3.31757 1.44161 -2.46152 0.54 0.19 -0.18
H -4.41195 1.40790 -2.55037 0.33 -0.11 0.07
H -4.53478 -1.12285 -2.82537 0.21 -0.04 0.10
H -2.85897 1.51706 -3.45214 -0.17 0.05 0.12
H -2.92412 -1.67879 -3.37621 -0.27 -0.08 -0.05
H -3.41133 0.78128 0.57233 -0.21 -0.09 -0.21
H -3.02515 2.32768 -1.88378 -0.09 -0.15 -0.16
C -3.52968 -1.41686 -2.50417 0.49 -0.11 -0.13
H -4.80788 0.25702 -0.43656 0.41 -0.13 0.11
H -3.58934 -2.28814 -1.84335 -0.04 0.08 -0.17
H -3.75714 -0.94500 0.39465 -0.11 0.16 -0.08
P 2.67592 -0.29616 -1.61795 1.79 0.05 -0.06
C 3.74476 -0.55614 -0.15654 -0.32 -0.24 0.47
C 3.33261 -1.59126 -2.72153 -0.43 -0.24 -0.28
H 2.80428 1.62201 -3.10415 0.25 -0.02 0.03
H 4.44027 1.06514 -2.63188 -0.19 -0.06 0.16
H 3.43197 2.01640 -1.49948 0.01 -0.14 -0.12
C 3.41883 1.24889 -2.28107 -0.56 0.08 -0.16
H 2.77820 -1.58660 -3.66681 0.22 -0.07 0.06
H 4.40110 -1.43163 -2.92162 -0.33 0.02 0.11
H 4.72305 -0.95721 -0.45627 -0.30 0.18 -0.01
H 3.25936 -1.25928 0.52979 0.27 0.05 -0.16
H 3.19450 -2.57048 -2.24473 0.08 0.18 -0.14
H 3.88819 0.38150 0.38893 -0.02 -0.12 -0.10
Cl 0.06073 1.48951 -2.91448 -0.04 -0.35 0.43
C 0.09918 0.14174 5.11875 -0.12 0.30 -0.28
C 0.22902 0.03373 3.58995 2.51 -1.17 0.16
C 0.49912 1.29276 2.76712 -0.66 -0.20 0.67
C 0.65336 1.09844 1.36630 -0.64 -0.62 -0.82
N 0.01327 0.08453 0.74897 1.25 -0.26 -0.26
C -0.62200 -0.89295 1.43921 -0.07 0.63 -0.15
C -0.80901 -0.75918 2.83214 -0.07 0.23 -0.13
H 1.04884 0.47332 5.55675 -0.28 -0.16 -0.13
H -0.68231 0.86554 5.36064 0.28 -0.20 0.37
H -0.18424 -0.83152 5.53299 0.17 0.16 -0.08
H 1.06259 2.09174 3.26311 -0.38 -0.22 -0.20
H 1.27148 1.74842 0.74654 -0.44 0.12 0.22
H -0.98934 -1.74800 0.87586 -0.33 0.19 0.17
H -1.32822 -1.53072 3.40143 0.02 0.17 -0.22